Record 1
{
  "formula": "C5H10N4O2S",
  "method": "ωB97M-V/def2-TZVPD",
  "species": ["C", "N", "C", "N", "S", "O", "O", "N", "C", "C", "N", "C", "H", "H", "H", "H", "H", "H", "H", "H", "H", "H"],
  "coordinates": [[1.79261, -0.67376, -0.44774], [1.30046, 0.54145, 0.15953], [2.33504, 1.34906, 0.78599], [0.52069, 1.34186, -0.68870], [-1.17866, 1.46064, -0.01615], [-1.08130, 2.00686, 1.28670], [-2.00868, 2.04108, -1.01668], [-1.63685, -0.16708, 0.14208], [-2.41410, -0.87035, -0.74856], [-2.40308, -2.16228, -0.32199], [-1.63003, -2.27543, 0.80066], [-1.19055, -1.08301, 1.05281], [0.97124, -1.21327, -0.92155], [2.57399, -0.48518, -1.19864], [2.20388, -1.30286, 0.34073], [3.11189, 1.66086, 0.07865], [1.85014, 2.23074, 1.20025], [2.78443, 0.77311, 1.59067], [0.45849, 1.01894, -1.64598], [-2.90310, -0.37892, -1.56103], [-2.89700, -3.01698, -0.73809], [-0.55951, -0.79548, 1.86707]],
  "smiles": "CN(C)NS(=O)(=O)n1ccnc1",
  "lumo_ha": 0.022,
  "orbital_gap_ha": 0.364,
  "e_above_lowest_ev": 0.033
}

Record 2
{
  "formula": "C32H27N5O9Ti",
  "method": "ωB97M-V/def2-TZVPD",
  "species": ["Ti", "O", "C", "C", "N", "C", "C", "O", "O", "C", "C", "O", "O", "H", "H", "H", "H", "H", "H", "H", "H", "H", "O", "C", "O", "C", "C", "C", "C", "C", "C", "C", "C", "C", "N", "H", "H", "H", "H", "H", "H", "C", "O", "C", "C", "C", "C", "C", "C", "N", "N", "C", "C", "C", "C", "O", "C", "N", "C", "C", "C", "C", "H", "H", "H", "H", "H", "H", "H", "H", "H", "H", "H", "H"],
  "coordinates": [[1.84679, 2.41818, -1.40694], [0.16316, 5.06314, 0.37234], [1.35070, 5.75381, 0.05525], [2.63893, 5.02086, 0.40126], [3.16548, 4.07696, -0.61090], [4.33283, 3.33124, -0.04776], [4.29397, 1.79098, -0.06639], [5.16631, 1.20593, 0.55322], [3.35948, 1.23811, -0.76559], [3.57007, 4.79677, -1.84009], [3.84006, 3.84144, -2.99779], [4.65890, 4.13268, -3.84981], [3.11271, 2.76816, -2.96646], [0.04221, 4.34671, -0.26417], [1.34193, 6.65699, 0.67115], [1.34304, 6.07462, -0.98873], [2.48185, 4.45519, 1.31977], [3.41967, 5.77224, 0.59614], [4.48661, 3.60697, 0.99524], [5.23820, 3.60799, -0.59385], [4.46782, 5.40229, -1.68102], [2.74913, 5.43342, -2.16489], [-0.06653, 4.23505, -4.28698], [0.30727, 3.46059, -3.43794], [0.67588, 3.77079, -2.22130], [0.25511, 1.95051, -3.64564], [-0.49914, 1.41870, -4.71596], [-0.77212, 0.09021, -4.72882], [-0.27281, -0.73893, -3.69438], [-0.55651, -2.12526, -3.60613], [-0.03256, -2.87177, -2.59402], [0.82784, -2.27729, -1.63514], [1.12068, -0.94771, -1.69736], [0.54024, -0.15617, -2.71518], [0.77853, 1.19497, -2.70880], [-0.86479, 2.10956, -5.46254], [-1.37358, -0.35071, -5.51569], [-1.19630, -2.57778, -4.35474], [-0.26294, -3.92712, -2.52552], [1.26264, -2.87961, -0.84854], [1.80874, -0.49409, -0.99185], [-3.40827, -7.96450, 5.69956], [-3.85288, -7.60709, 4.40575], [-3.42306, -6.41295, 3.90437], [-3.89388, -6.07938, 2.63717], [-3.50976, -4.88234, 2.06048], [-2.65205, -4.02598, 2.72822], [-2.18707, -4.35025, 3.98432], [-2.56877, -5.54666, 4.58349], [-2.30452, -2.78224, 2.02578], [-1.33012, -2.21685, 2.53986], [-0.86035, -0.99687, 1.91849], [0.35294, -0.61071, 2.42429], [1.05819, 0.50562, 1.94530], [0.51536, 1.27326, 0.93711], [1.18939, 2.25643, 0.41248], [-0.81725, 0.95265, 0.46022], [-1.34578, 1.82076, -0.43714], [-2.51806, 1.56446, -0.94644], [-3.26264, 0.41458, -0.60452], [-2.76128, -0.45388, 0.31875], [-1.49497, -0.20062, 0.91619], [-3.86326, -8.92557, 5.92201], [-3.72721, -7.23128, 6.44465], [-2.32016, -8.06187, 5.73135], [-4.55729, -6.76529, 2.12787], [-3.86621, -4.60157, 1.07683], [-1.52234, -3.66845, 4.49763], [-2.19845, -5.78326, 5.56986], [0.78368, -1.22861, 3.20306], [2.04810, 0.74411, 2.30824], [-2.91300, 2.28330, -1.65935], [-4.22359, 0.23475, -1.06995], [-3.31493, -1.33231, 0.60061]],
  "lumo_ha": [0.067, 0.064],
  "orbital_gap_ha": [0.241, 0.264],
  "spin_multiplicity": 2,
  "charge": -1,
  "e_above_lowest_ev": 0.000
}

Record 3
{
  "formula": "C5H10N3",
  "method": "ωB97M-V/def2-TZVPD",
  "species": ["C", "C", "N", "N", "C", "N", "C", "C", "H", "H", "H", "H", "H", "H", "H", "H", "H", "H"],
  "coordinates": [[3.03646, 1.28457, -0.05627], [2.58965, -0.03437, -0.08248], [2.17118, -1.10377, 0.16495], [1.17625, -1.83547, 0.00551], [-0.17291, -1.33741, -0.11348], [-0.46099, -0.13175, 0.04398], [-1.59103, 0.69379, 0.08725], [-3.09416, 0.06839, 0.06302], [2.58036, 1.83689, -0.87214], [2.77677, 1.84870, 0.85513], [4.07362, 1.40968, -0.19837], [1.17034, -2.88007, 0.03953], [-0.91768, -2.18211, -0.25525], [-1.71042, 1.28454, 0.93898], [-1.44943, 1.30635, -0.72571], [-3.74922, 0.80962, 0.45932], [-2.99532, -0.80189, 0.58585], [-3.43347, -0.23568, -0.93981]],
  "smiles": "CC#[N+]N/C=N/CC",
  "lumo_ha": -0.167,
  "orbital_gap_ha": 0.323,
  "charge": 1,
  "e_above_lowest_ev": 4.945
}

Record 4
{
  "formula": "C47H38N4O4P2RuS4",
  "method": "ωB97M-V/def2-TZVPD",
  "species": ["Ru", "S", "S", "S", "S", "C", "C", "C", "C", "C", "C", "C", "C", "P", "C", "C", "C", "C", "C", "C", "C", "C", "C", "C", "C", "C", "C", "O", "C", "C", "C", "C", "C", "C", "P", "C", "C", "C", "C", "C", "C", "C", "C", "C", "C", "C", "C", "H", "H", "H", "H", "H", "H", "H", "H", "H", "H", "H", "H", "H", "H", "H", "H", "H", "H", "H", "H", "H", "H", "H", "H", "H", "H", "H", "H", "H", "H", "H", "H", "O", "C", "C", "C", "C", "O", "N", "H", "H", "H", "H", "N", "C", "O", "C", "C", "N", "C", "N", "H", "H"],
  "coordinates": [[-0.81239, 0.95643, -0.34458], [-3.04571, 1.47676, 0.39500], [-4.51464, 1.06596, -0.99500], [-5.60659, 2.62097, -1.40786], [-2.82528, 4.39087, -1.27018], [2.17546, -5.43150, 2.57799], [1.14550, -4.49025, 1.96396], [-0.20116, -5.22960, 1.82774], [1.56587, -4.00934, 0.58113], [2.46153, -4.64619, -0.26829], [2.69370, -4.15758, -1.54798], [2.03830, -3.02284, -2.00437], [1.14869, -2.35034, -1.17279], [0.06602, -0.94060, -1.65630], [0.86269, -0.48534, -3.23551], [0.23941, -0.59769, -4.47323], [0.92613, -0.26318, -5.63378], [2.23358, 0.19183, -5.56533], [2.85263, 0.33194, -4.32928], [2.16954, -0.00171, -3.17283], [-1.39712, -1.94565, -2.10266], [-1.30013, -2.98104, -3.03327], [-2.39109, -3.78919, -3.29694], [-3.58872, -3.58402, -2.62151], [-3.68521, -2.57372, -1.68046], [-2.59029, -1.76186, -1.41922], [0.94041, -2.87438, 0.09105], [0.04115, -2.19343, 0.86904], [0.36396, -2.12927, 2.19807], [0.15259, -0.92279, 2.84042], [0.44846, -0.86700, 4.20354], [0.97506, -1.96278, 4.85897], [1.23448, -3.13858, 4.16157], [0.93101, -3.24406, 2.81462], [-0.29674, 0.62236, 1.92871], [-1.52981, 1.31839, 3.07525], [-1.65731, 2.69799, 3.21621], [-2.65286, 3.22977, 4.02037], [-3.54095, 2.38967, 4.67475], [-3.43737, 1.01545, 4.51586], [-2.43652, 0.48205, 3.72053], [1.26717, 1.51419, 2.30214], [1.52612, 2.20871, 3.47963], [2.77715, 2.76432, 3.70687], [3.78787, 2.62064, 2.76631], [3.54077, 1.92348, 1.59079], [2.28577, 1.37994, 1.35915], [2.30437, -6.31390, 1.95232], [1.83928, -5.78420, 3.55203], [3.14395, -4.94527, 2.69866], [-0.07908, -6.11955, 1.20907], [-0.95444, -4.59198, 1.36484], [-0.56334, -5.53056, 2.81154], [2.98369, -5.53368, 0.06053], [3.38396, -4.67395, -2.20033], [2.23255, -2.65767, -3.00352], [-0.78898, -0.92664, -4.53569], [0.43313, -0.35946, -6.59200], [2.76733, 0.44560, -6.47085], [3.86439, 0.70913, -4.26682], [2.65065, 0.12227, -2.20974], [-0.36737, -3.16415, -3.55232], [-2.30512, -4.58491, -4.02485], [-4.44118, -4.21750, -2.82703], [-4.61266, -2.40473, -1.15069], [-2.67047, -0.98213, -0.67033], [0.27616, 0.04983, 4.75062], [1.20883, -1.89985, 5.91248], [1.68150, -3.97339, 4.68302], [-0.98969, 3.35697, 2.67813], [-2.74209, 4.30297, 4.12473], [-4.31902, 2.80544, 5.30006], [-4.14053, 0.35798, 5.00819], [-2.36828, -0.59136, 3.59407], [0.74827, 2.33207, 4.22115], [2.95998, 3.31474, 4.61945], [4.76260, 3.05313, 2.94647], [4.32032, 1.81482, 0.84870], [2.08443, 0.86586, 0.42386], [-2.87495, 0.87544, -3.57452], [-1.88874, 1.56147, -3.44575], [-1.31010, 2.46865, -4.52965], [0.02072, 2.95212, -3.96127], [0.04338, 2.33019, -2.58636], [0.96042, 2.37928, -1.76647], [-1.08032, 1.61828, -2.32838], [-2.02211, 3.27124, -4.72269], [-1.20676, 1.89261, -5.44808], [0.09640, 4.03607, -3.87137], [0.88999, 2.60413, -4.52106], [1.32035, 4.63462, 0.94254], [0.11485, 4.48091, 0.36985], [-0.48410, 3.41040, 0.30732], [-0.48552, 5.70081, -0.20741], [0.16716, 6.96394, -0.10812], [0.74924, 7.94919, 0.01048], [-1.65659, 5.57948, -0.85992], [-2.61941, 6.07639, -1.61498], [1.79709, 5.51993, 0.92222], [1.82466, 3.81117, 1.22958]],
  "lumo_ha": [0.010, -0.071],
  "orbital_gap_ha": [0.270, 0.221],
  "spin_multiplicity": 5,
  "e_above_lowest_ev": 0.076
}

Record 5
{
  "formula": "C7H8O2S",
  "method": "ωB97M-V/def2-TZVPD",
  "species": ["C", "C", "C", "C", "C", "C", "C", "H", "H", "H", "H", "H", "H", "H", "H", "O", "O", "S"],
  "coordinates": [[2.02635, -0.14335, 1.34122], [0.19337, -0.06475, -0.48171], [-0.35704, 1.21096, -0.62214], [-1.75543, 1.10155, -0.31923], [-2.58999, 0.07642, -0.16752], [-1.80903, -1.21831, -0.26896], [-0.39643, -1.22812, -0.53278], [1.05488, 0.52938, 1.86297], [3.11936, 0.43543, 2.14535], [1.67872, -1.09303, 1.64405], [0.38762, 2.12271, -0.88030], [-2.18385, 2.13320, -0.50242], [-3.76067, 0.34883, 0.05246], [-2.49884, -2.10085, -0.32428], [0.16897, -2.20023, -0.46620], [2.34561, 1.32140, -0.82594], [2.38039, -1.18242, -1.22803], [1.99600, -0.04881, -0.42652]],
  "lumo_ha": 0.008,
  "orbital_gap_ha": 0.355,
  "e_above_lowest_ev": 4.912
}